Density functional theory data (wB97M-V/def2-TZVPD) for 4 unconnected molecules or ions with the total composition C5H20NO3 in a non-equilibrium geometry.

Properties
- Calculated total energy: -13136.1709 eV
- 2S+1: 2
- Net charge: 0
- Orbital gap (spin up / spin down): 0.1280 / 0.4110 Ha
- <S²>: 0.75

```
29
C5H20NO3 wB97M-V/def2-TZVPD
C 1.80929 1.23737 0.11592
C 1.97729 -0.14452 0.66337
C 0.81451 -0.96915 1.33043
C -0.64108 -0.64191 0.92360
C -0.87588 -0.35847 -0.60203
N 1.42945 2.21487 1.26020
H 0.86598 1.19178 -0.52544
H 2.69849 1.66350 -0.40814
H 2.24849 -0.58556 -0.37918
H 2.83566 -0.35235 1.28721
H 0.90916 -1.95370 0.99190
H 0.90524 -0.83571 2.45487
H -1.37361 -1.42918 1.31422
H -1.11015 0.20224 1.37564
H -1.49795 0.43934 -0.79170
H -1.44959 -1.17395 -1.12425
H 0.08792 -0.31007 -1.14332
H 0.47691 2.58201 0.96430
H 1.19840 1.71196 2.08940
H 2.10899 2.90654 1.40082
H -3.35369 -2.01264 -2.06903
H -4.29148 -1.16946 -1.20393
O -3.78369 -1.94678 -1.13812
H 1.19183 -3.59587 -2.28707
H -0.13364 -4.26097 -1.65843
O 0.42701 -3.64541 -1.82742
H -1.66262 4.41185 -0.16207
H -0.87337 3.04334 -0.79095
O -0.93788 3.78088 -0.06082
```